{
  "formula": "C26H30N2P2Sm",
  "method": "ωB97M-V/def2-TZVPD",
  "symbols": ["C", "C", "C", "C", "C", "C", "C", "C", "C", "C", "C", "C", "C", "H", "H", "H", "H", "H", "H", "H", "N", "Sm", "C", "H", "H", "C", "H", "H", "P", "P", "C", "H", "H", "H", "C", "H", "H", "H", "C", "H", "H", "H", "C", "H", "H", "H", "H", "H", "N", "C", "C", "C", "C", "C", "C", "C", "H", "H", "H", "H", "H"],
  "xyz": [[-1.46, 3.02, -3.46], [-1.09, 1.86, -2.76], [0.30, 1.58, -2.57], [1.27, 2.45, -3.13], [0.86, 3.58, -3.85], [-0.50, 3.88, -4.01], [2.72, 2.12, -2.86], [2.93, 0.62, -2.91], [1.89, -0.17, -2.36], [2.03, -1.58, -2.33], [3.22, -2.17, -2.79], [4.25, -1.38, -3.32], [4.09, 0.01, -3.40], [-2.53, 3.23, -3.59], [1.62, 4.24, -4.28], [-0.81, 4.77, -4.56], [3.39, 2.65, -3.55], [3.33, -3.26, -2.76], [5.17, -1.85, -3.69], [4.89, 0.63, -3.82], [0.72, 0.43, -1.87], [0.23, 0.09, 0.13], [-2.13, 0.91, -2.23], [-1.94, -0.12, -2.59], [-3.15, 1.22, -2.54], [0.87, -2.43, -1.87], [-0.03, -2.19, -2.48], [1.09, -3.51, -1.98], [-1.99, 0.82, -0.38], [0.34, -2.10, -0.12], [1.55, -3.00, 0.92], [1.24, -2.94, 1.98], [1.61, -4.06, 0.62], [2.52, -2.51, 0.81], [-1.20, -3.11, 0.05], [-0.97, -4.19, -0.05], [-1.65, -2.92, 1.04], [-1.91, -2.81, -0.73], [-2.41, 2.54, 0.15], [-3.30, 2.92, -0.39], [-2.60, 2.55, 1.23], [-1.55, 3.19, -0.08], [-3.48, -0.13, 0.16], [-3.43, -0.29, 1.25], [-4.41, 0.41, -0.09], [-3.49, -1.12, -0.34], [2.97, 2.46, -1.83], [1.82, -0.24, 0.33], [-0.63, 0.11, 2.29], [-0.81, -0.06, 3.42], [-0.86, -0.20, 4.85], [-2.06, -0.11, 5.57], [-2.05, -0.26, 6.96], [-0.85, -0.50, 7.64], [0.34, -0.60, 6.92], [0.34, -0.46, 5.53], [-2.99, 0.08, 5.05], [-2.98, -0.18, 7.52], [-0.84, -0.62, 8.71], [1.28, -0.80, 7.44], [1.27, -0.54, 4.99]],
  "total_charge": 1,
  "homo_lumo_gap_ev": [6.18, 6.22],
  "multiplicity": 6,
  "e_lumo_ev": [-3.371, -3.317],
  "relative_energy_kcal_mol": 131.0,
  "homo_ev": [-9.551, -9.533]
}